# 1
{"formula": "C11H32GaO10P2", "method": "wB97M-V/def2-TZVPD", "symbols": ["C", "C", "O", "C", "C", "O", "C", "Ga", "H", "H", "H", "H", "H", "H", "H", "H", "H", "H", "H", "H", "H", "H", "C", "O", "P", "O", "O", "C", "O", "C", "H", "H", "H", "H", "H", "H", "H", "H", "H", "C", "O", "P", "O", "O", "C", "O", "C", "H", "H", "H", "H", "H", "H", "H", "H", "H"], "xyz": [[-2.991, -0.035, -1.392], [-1.723, 0.472, -2.062], [-1.405, -0.335, -3.190], [-0.184, -1.063, -3.112], [-0.417, -2.551, -2.763], [0.373, -3.074, -1.735], [0.253, -2.381, -0.464], [0.215, -3.597, 1.206], [-3.328, 0.635, -0.599], [-2.808, -1.022, -0.963], [-3.776, -0.171, -2.140], [-1.864, 1.491, -2.436], [-0.934, 0.470, -1.306], [0.550, -0.586, -2.458], [0.225, -1.024, -4.127], [-1.493, -2.707, -2.600], [-0.166, -3.131, -3.658], [1.143, -1.738, -0.372], [-0.600, -1.694, -0.438], [-1.198, -3.330, 1.963], [0.426, -5.152, 0.862], [1.352, -3.019, 2.205], [-3.540, 4.354, 4.898], [-2.876, 3.779, 3.757], [-3.712, 2.946, 2.599], [-2.840, 1.789, 2.357], [-3.528, 4.099, 1.480], [-4.014, 5.408, 1.746], [-5.157, 2.482, 1.977], [-5.976, 1.612, 2.779], [-3.019, 4.033, 5.799], [-3.497, 5.442, 4.833], [-4.584, 4.049, 4.975], [-3.189, 6.048, 2.065], [-4.790, 5.416, 2.517], [-4.439, 5.809, 0.828], [-6.244, 2.084, 3.726], [-5.455, 0.672, 2.968], [-6.885, 1.414, 2.219], [4.020, -3.135, -1.057], [4.427, -2.106, -0.113], [5.797, -1.286, -0.363], [6.491, -1.273, 0.933], [5.087, 0.117, -0.724], [4.111, 0.146, -1.761], [6.979, -1.058, -1.473], [7.808, -2.188, -1.785], [3.789, -4.046, -0.511], [3.123, -2.810, -1.584], [4.810, -3.350, -1.781], [3.112, 0.126, -1.324], [4.213, -0.695, -2.452], [4.238, 1.070, -2.323], [7.219, -3.010, -2.195], [8.340, -2.525, -0.894], [8.528, -1.869, -2.536]], "forces_ev_per_a": [[-0.022, -0.280, -0.237], [-0.462, -0.095, 0.153], [0.409, 0.209, 0.310], [-0.297, -0.275, -0.618], [0.281, -0.013, -0.305], [-0.181, 0.181, -0.025], [0.555, -0.064, 0.302], [-0.148, 0.258, 0.234], [0.020, 0.019, -0.026], [0.034, 0.063, 0.121], [-0.062, 0.199, 0.039], [0.026, 0.055, 0.139], [0.227, 0.042, -0.237], [-0.153, -0.076, 0.241], [0.073, 0.063, 0.038], [0.012, 0.162, 0.265], [-0.010, -0.123, 0.091], [-0.064, 0.067, 0.013], [-0.160, -0.190, -0.242], [-0.049, -0.130, -0.106], [0.040, 0.002, -0.093], [0.097, -0.103, -0.092], [0.247, 0.088, 0.073], [-2.893, -0.233, 1.090], [4.092, -0.625, -4.460], [-0.367, -0.155, 0.657], [-0.381, 0.005, 0.062], [0.144, -0.035, -0.043], [-0.806, 1.287, 2.763], [0.028, -0.328, -0.096], [0.007, -0.031, -0.019], [-0.015, -0.010, -0.024], [-0.007, 0.001, 0.022], [-0.020, 0.004, 0.053], [-0.044, 0.040, -0.041], [-0.014, -0.031, -0.011], [-0.050, -0.014, -0.007], [0.035, 0.027, -0.005], [0.041, 0.043, -0.065], [-0.326, -0.065, 0.070], [1.313, -1.416, -2.291], [-0.331, 4.118, 3.298], [0.177, -0.501, -0.207], [0.293, -0.037, -0.088], [-0.117, 0.041, 0.127], [-1.346, -2.284, -1.081], [0.215, 0.038, 0.125], [-0.016, 0.081, 0.124], [-0.031, -0.003, 0.062], [-0.020, -0.003, -0.013], [-0.002, -0.080, -0.016], [-0.005, 0.041, -0.039], [0.051, 0.004, 0.017], [0.047, -0.013, -0.027], [-0.038, 0.005, 0.017], [-0.031, 0.071, 0.008]], "mulliken_charge": [-0.949, -0.206, -0.453, -0.198, -0.506, -0.376, 0.472, 0.246, 0.180, 0.249, 0.330, 0.337, 0.267, 0.208, 0.326, 0.349, 0.263, -0.218, -0.337, -0.354, -0.282, -0.283, -0.653, -0.340, 1.083, -0.595, -0.348, -0.649, -0.273, -0.732, 0.247, 0.259, 0.301, 0.246, 0.302, 0.265, 0.300, 0.350, 0.237, -0.434, -0.251, 0.993, -0.701, -0.409, -0.630, -0.264, -0.710, 0.273, 0.128, 0.223, 0.214, 0.276, 0.372, 0.300, 0.329, 0.226], "charge": -1, "multiplicity": 1, "gap_ev": 5.55}

# 2
{"formula": "C40H50EuN4O2P2", "method": "wB97M-V/def2-TZVPD", "symbols": ["Eu", "C", "C", "P", "C", "C", "C", "C", "C", "C", "C", "C", "C", "C", "C", "C", "P", "C", "C", "C", "C", "C", "C", "C", "C", "C", "C", "C", "C", "H", "H", "H", "H", "H", "H", "H", "H", "H", "H", "H", "H", "H", "H", "H", "H", "H", "H", "H", "H", "H", "H", "H", "H", "C", "N", "C", "N", "O", "H", "H", "H", "H", "H", "H", "C", "C", "O", "C", "C", "C", "C", "C", "C", "H", "H", "H", "H", "H", "H", "H", "H", "C", "C", "C", "C", "N", "N", "H", "H", "H", "H", "H", "H", "H", "H", "H", "H", "H", "H"], "xyz": [[-0.063, 0.017, 0.104], [2.773, -3.051, 0.182], [3.302, -1.937, 1.097], [3.038, -0.309, 0.277], [4.547, 0.038, -0.642], [5.811, -0.010, -0.049], [6.945, 0.258, -0.795], [6.827, 0.575, -2.145], [5.579, 0.621, -2.745], [4.442, 0.353, -1.995], [2.972, 0.890, 1.647], [3.728, 2.062, 1.656], [3.517, 3.031, 2.627], [2.550, 2.857, 3.607], [1.784, 1.699, 3.610], [1.992, 0.735, 2.633], [0.947, -2.844, 0.004], [0.259, -4.034, 1.201], [-0.632, -3.534, 2.150], [-1.178, -4.351, 3.133], [-0.839, -5.692, 3.178], [0.060, -6.205, 2.249], [0.607, -5.384, 1.279], [0.562, -3.464, -1.673], [0.815, -4.764, -2.116], [0.507, -5.153, -3.409], [-0.057, -4.248, -4.299], [-0.297, -2.945, -3.890], [0.014, -2.565, -2.592], [3.022, -4.036, 0.579], [3.229, -2.983, -0.810], [4.356, -2.081, 1.342], [2.759, -1.931, 2.047], [5.910, -0.250, 1.004], [7.919, 0.219, -0.328], [7.713, 0.782, -2.730], [5.488, 0.861, -3.795], [3.468, 0.383, -2.470], [4.491, 2.219, 0.904], [4.128, 3.924, 2.624], [2.400, 3.609, 4.369], [1.034, 1.539, 4.374], [1.380, -0.171, 2.674], [-0.930, -2.491, 2.123], [-1.863, -3.932, 3.858], [-1.256, -6.340, 3.937], [0.342, -7.248, 2.290], [1.330, -5.816, 0.599], [1.265, -5.492, -1.456], [0.712, -6.167, -3.722], [-0.297, -4.555, -5.308], [-0.719, -2.225, -4.578], [-0.184, -1.526, -2.319], [-4.191, -1.018, 1.810], [-4.124, -1.932, 0.688], [-3.038, -2.033, -0.098], [-3.084, -2.894, -1.130], [-2.005, -1.362, 0.132], [-4.957, -1.363, 2.500], [-4.441, -0.002, 1.495], [-3.239, -1.011, 2.337], [-4.940, -2.470, 0.452], [-3.873, -3.489, -1.306], [-2.239, -3.016, -1.665], [1.790, 4.383, -0.586], [0.782, 3.533, 0.120], [0.738, 2.322, -0.104], [-0.174, 4.141, 1.071], [-0.411, 5.516, 1.059], [-1.350, 6.066, 1.919], [-2.037, 5.251, 2.805], [-1.789, 3.882, 2.842], [-0.862, 3.331, 1.978], [2.519, 3.737, -1.068], [2.282, 5.063, 0.109], [1.289, 4.986, -1.347], [0.125, 6.159, 0.375], [-1.540, 7.130, 1.901], [-2.760, 5.682, 3.485], [-2.302, 3.260, 3.564], [-0.608, 2.277, 2.057], [-4.591, 1.215, -3.424], [-4.120, 1.849, -2.121], [-5.192, 1.692, -1.047], [-3.793, 3.324, -2.345], [-2.931, 1.056, -1.715], [-2.239, 1.532, -0.556], [-5.469, 1.734, -3.806], [-4.845, 0.166, -3.275], [-3.818, 1.275, -4.194], [-6.129, 2.141, -1.376], [-4.916, 2.187, -0.112], [-5.370, 0.633, -0.848], [-4.678, 3.859, -2.688], [-3.020, 3.445, -3.108], [-3.467, 3.831, -1.432], [-2.262, 1.076, -2.479], [-2.852, 1.377, 0.241], [-2.076, 2.541, -0.597]], "forces_ev_per_a": [[-0.217, 0.317, -0.065], [0.083, 0.004, -0.091], [0.117, -0.032, 0.082], [-0.241, 0.036, -0.084], [0.159, 0.009, -0.033], [-0.047, -0.028, 0.077], [-0.012, 0.010, -0.051], [0.014, -0.001, -0.009], [-0.017, -0.009, 0.031], [-0.016, 0.016, -0.031], [0.060, 0.130, 0.118], [-0.014, -0.068, -0.040], [0.006, 0.050, 0.040], [-0.024, -0.031, -0.005], [0.039, -0.009, -0.061], [-0.177, -0.120, -0.054], [0.001, -0.409, -0.003], [-0.023, 0.013, 0.127], [-0.148, 0.091, 0.039], [0.028, -0.001, -0.045], [0.066, -0.047, -0.054], [-0.081, 0.017, 0.092], [0.131, -0.018, -0.068], [0.013, -0.021, -0.144], [0.034, -0.014, 0.112], [-0.023, 0.025, -0.033], [0.010, 0.003, 0.022], [0.020, -0.048, 0.003], [-0.022, 0.184, 0.037], [-0.037, 0.009, 0.015], [-0.022, 0.036, 0.012], [-0.016, -0.009, -0.034], [-0.004, -0.027, -0.013], [-0.004, 0.002, -0.002], [0.017, 0.003, -0.003], [0.015, 0.000, 0.007], [0.016, 0.003, -0.011], [-0.013, -0.001, 0.028], [0.008, -0.018, -0.013], [-0.001, 0.011, 0.010], [0.006, 0.015, 0.003], [0.006, 0.016, 0.022], [0.140, -0.059, 0.030], [0.068, -0.048, -0.055], [-0.011, -0.023, 0.022], [-0.020, 0.017, 0.015], [0.007, -0.011, -0.003], [0.002, 0.053, -0.030], [-0.012, 0.013, 0.035], [-0.003, -0.009, -0.022], [-0.002, -0.003, -0.010], [-0.008, 0.006, -0.016], [0.031, -0.164, 0.069], [-0.009, -0.022, 0.058], [0.077, 0.008, -0.088], [-0.024, -0.062, 0.031], [0.120, 0.131, 0.041], [-0.098, 0.030, 0.075], [-0.015, 0.010, -0.017], [0.002, 0.012, -0.005], [-0.010, 0.005, -0.006], [-0.012, 0.015, 0.048], [0.018, -0.026, -0.013], [-0.061, -0.081, -0.061], [-0.006, -0.108, 0.015], [0.033, -0.135, 0.071], [0.029, 0.196, 0.019], [0.067, 0.027, -0.093], [-0.080, -0.036, 0.073], [0.031, -0.032, -0.028], [-0.051, -0.013, 0.025], [0.067, 0.013, -0.019], [-0.003, -0.011, 0.082], [0.010, 0.038, -0.019], [-0.001, 0.017, -0.013], [0.005, 0.037, -0.018], [0.003, 0.007, -0.024], [-0.001, 0.018, 0.001], [-0.002, 0.013, -0.005], [-0.008, -0.011, 0.006], [-0.066, 0.095, -0.073], [-0.006, -0.008, -0.034], [-0.018, -0.034, 0.013], [0.034, -0.011, 0.032], [-0.006, 0.084, -0.016], [0.042, 0.014, 0.021], [0.194, 0.079, 0.014], [-0.020, 0.008, 0.015], [-0.002, -0.010, 0.021], [0.027, 0.014, 0.002], [0.000, 0.012, -0.019], [0.014, 0.011, -0.011], [-0.025, -0.020, -0.006], [-0.011, -0.012, -0.016], [0.012, -0.010, -0.004], [0.003, -0.031, 0.016], [-0.043, 0.003, 0.008], [0.002, -0.031, -0.068], [-0.093, -0.055, 0.005]], "lowdin_spin": [7.030, -0.001, 0.000, -0.004, -0.001, 0.000, 0.000, 0.000, 0.000, 0.000, 0.000, 0.000, 0.000, 0.000, 0.000, 0.000, -0.006, -0.001, 0.001, 0.000, 0.000, 0.000, 0.000, 0.000, 0.000, 0.000, 0.000, 0.000, 0.001, 0.000, 0.000, 0.000, 0.000, 0.000, 0.000, 0.000, 0.000, 0.000, 0.000, 0.000, 0.000, 0.000, 0.000, 0.001, 0.000, 0.000, 0.000, 0.000, 0.000, 0.000, 0.000, 0.000, 0.000, 0.000, 0.000, 0.000, 0.000, -0.009, 0.000, 0.000, 0.000, 0.000, 0.000, 0.000, 0.000, 0.002, -0.008, 0.000, 0.000, 0.000, 0.000, 0.000, 0.001, 0.000, 0.000, 0.000, 0.000, 0.000, 0.000, 0.000, 0.000, 0.000, 0.000, 0.000, 0.000, 0.001, -0.007, 0.000, 0.000, 0.000, 0.000, 0.000, 0.000, 0.000, 0.000, 0.000, 0.000, 0.000, 0.000], "charge": 2, "multiplicity": 8, "de_lowest_ev": 0.000, "gap_ev": [7.78, 8.10]}

| no. | M (g mol⁻¹) |
| --- | --- |
| 1 | 456.04 |
| 2 | 832.78 |